A structure of composition C27H66N5O18V in a non-equilibrium geometry, computed with wB97M-V/def2-TZVPD.

```
117
Properties=species:S:1:pos:R:3:forces:R:3:mulliken_charge:R:1
O 2.29045 1.22096 -0.96016 -0.8457 0.1008 -1.7012 0.154
V 1.79939 1.31427 -2.49881 0.3914 -0.4447 0.8436 0.830
O 0.18717 1.12834 -2.35893 1.4393 0.2421 -0.4379 -0.450
O 1.36238 2.08351 -6.87705 -0.8213 0.2663 -0.1086 -0.565
C 2.32977 2.05653 -5.90920 3.1209 0.1494 1.3010 0.499
O 3.51670 2.17932 -6.21014 -1.2965 -0.1051 -0.7642 -0.666
O 1.88438 1.94369 -4.71876 -1.3344 -0.3310 1.0894 -0.238
H 0.57406 2.18014 -6.31952 -0.0560 -0.2729 -0.3497 0.328
O 2.92178 -2.81260 -3.78187 -1.2569 1.1433 0.8105 -0.637
C 3.14200 -1.44587 -3.60064 2.6284 1.7453 -1.5573 0.441
O 4.15692 -0.94667 -4.06651 -0.5371 -1.0003 0.3671 -0.648
O 2.21510 -0.81163 -2.98853 -1.4688 0.5745 0.7516 -0.563
H 2.04103 -2.80844 -3.36016 0.3233 -1.0283 -0.0633 0.392
O 4.16977 4.02917 -1.47521 -0.0694 1.0647 0.8459 -0.481
C 4.73933 3.18790 -2.39651 1.2275 -2.3265 -3.6368 0.476
O 5.82684 3.54038 -2.91242 -0.5189 0.6850 1.4289 -0.803
O 4.10464 2.15857 -2.74925 -0.9245 0.8720 1.1846 -0.484
H 4.80677 4.76276 -1.47461 -0.1877 -0.1326 0.0971 0.184
C -0.05797 -4.71341 3.97504 -1.5174 0.9828 0.1946 -0.743
O 0.29719 -4.09074 2.76868 -0.1143 -0.9126 0.1649 -0.429
C -0.24421 -2.76273 2.67053 0.8322 -0.9697 -0.1120 0.030
C 0.29082 -2.26759 1.34640 0.5210 0.2399 0.3888 0.534
N -0.29096 -2.93317 0.19930 -0.4596 0.3631 -0.3201 -0.609
C -0.06450 -2.15660 -1.03656 0.4407 -1.5544 0.3402 0.675
C -0.22286 -3.13041 -2.20280 0.4007 1.1070 -0.6071 -1.537
O 0.78318 -4.12268 -2.16757 0.5099 -0.5154 0.9962 -0.509
C 0.65258 -5.06743 -3.19446 -0.5476 -0.2311 -0.0809 -0.825
H 0.33644 -4.21107 4.86967 0.6378 -0.0902 -0.1233 0.275
H 0.11136 -5.78598 4.00980 0.4420 0.0559 -0.3443 0.339
H -1.13995 -4.55196 4.10713 -0.1645 -0.3990 0.0284 0.209
H 0.19312 -2.27762 3.55267 -0.1922 0.7620 -0.2588 0.500
H -1.33442 -2.67473 2.70253 0.4056 -0.8414 0.0146 -0.272
H 1.37614 -2.41706 1.40763 0.1330 0.1370 -0.2253 0.514
H 0.12625 -1.19391 1.23184 0.0176 -0.3829 0.1072 -0.998
H 0.07145 -3.86293 0.03246 0.2589 0.0277 0.4339 0.330
H 0.95901 -1.77315 -1.05036 -0.0734 0.3280 -0.2587 0.578
H -0.78259 -1.33937 -1.09345 0.0832 0.0828 -0.2356 -0.743
H -0.01693 -2.55831 -3.11659 -0.6994 0.1386 -0.1361 0.699
H -1.21637 -3.59412 -2.20771 -0.0784 0.0246 -0.0872 0.632
H 0.75833 -4.57392 -4.16489 -0.2244 -0.1652 -0.1498 0.327
H -0.30930 -5.58577 -3.08029 -0.2290 0.2196 -0.3997 0.321
H 1.37921 -5.87799 -3.14358 0.4639 0.4507 0.3829 0.270
C -2.07644 2.34482 0.12900 -0.4259 -0.4270 -0.2535 -0.680
O -2.12448 1.69849 1.39193 0.0810 -0.8020 -0.0733 -0.541
C -0.87217 1.06761 1.66987 0.1231 1.0850 0.5578 0.410
C -0.97405 0.38358 3.03072 -0.5079 0.5898 -0.8028 -1.307
N -1.96197 -0.69685 2.94288 1.0137 0.7086 0.3433 0.542
C -2.42287 -1.09770 4.24446 -1.7155 0.4679 0.4101 -1.002
C -3.63344 -2.01807 4.16816 0.7020 -0.1520 -0.0295 -0.628
O -4.70172 -1.39090 3.49786 0.0678 0.0123 -0.1635 -0.294
C -5.85688 -2.17847 3.55567 -0.9357 0.1184 -0.3310 -0.922
H -1.51752 1.73871 -0.59228 0.2412 0.1669 -0.0021 -0.066
H -1.65505 3.34554 0.19668 -0.0050 -0.0346 0.1335 0.675
H -3.08811 2.39862 -0.27523 -0.1010 0.1908 0.2183 0.220
H -0.14817 1.88920 1.71162 0.4186 -0.2382 0.1319 0.584
H -0.53849 0.40163 0.87047 -0.3556 0.0624 -0.1270 -0.365
H -1.31892 1.16340 3.72353 0.0060 0.0060 0.1814 0.599
H 0.01503 0.07511 3.37269 -0.0529 -0.3776 -0.0882 0.321
H -2.69128 -0.33661 2.33874 -0.4263 0.0173 0.4293 -0.007
H -2.74062 -0.22695 4.84282 0.0428 0.1484 -0.0011 0.583
H -1.70335 -1.60793 4.89051 0.5125 -0.0679 -0.5534 0.332
H -3.92069 -2.28365 5.19391 -0.1151 -0.0452 0.0103 0.555
H -3.33536 -2.93388 3.64165 -0.2240 -0.1010 -0.0398 0.320
H -6.66888 -1.71848 2.98584 0.2512 0.4851 0.0770 0.304
H -6.20661 -2.24999 4.59130 0.0484 -0.3459 0.0495 0.367
H -5.78073 -3.15788 3.07050 0.5663 -0.1616 0.3454 0.348
C 0.65536 5.31563 -0.58655 -0.1771 0.5485 -0.2384 -1.895
C 0.30272 4.18401 -1.57042 -0.4184 0.1894 1.0856 2.280
C -0.80370 4.54689 -2.55103 -1.1442 0.3365 -0.0706 -0.707
O -2.04799 4.61462 -1.84355 -0.0072 -0.1593 0.7525 -0.200
C -3.22735 4.68481 -2.60563 0.3632 -0.2130 0.2688 -0.861
N 1.48126 3.70827 -2.26434 1.1089 0.1727 -0.6171 -0.431
H 1.24950 6.07096 -1.11075 0.2057 -0.0599 0.0659 0.479
H 1.20983 4.95339 0.27981 0.2333 -0.1664 -0.2071 0.323
H -0.19050 5.87188 -0.17240 -0.3298 -0.3337 -0.2017 0.366
H -0.06138 3.35470 -0.96515 -0.0311 -0.0488 -0.2998 -1.248
H -0.89090 3.80133 -3.34662 0.2792 -0.0992 -0.0083 0.475
H -0.72227 5.55118 -2.98794 0.7651 -0.0710 -0.2669 0.409
H -4.06812 4.65185 -1.91271 0.0683 -0.0699 0.1346 0.262
H -3.30111 3.80911 -3.25537 -0.0672 0.1316 -0.3273 0.290
H -3.32043 5.62737 -3.15402 0.1839 -0.0301 -0.3227 0.304
H 2.33363 3.91715 -1.73388 -0.1967 -0.6015 0.6070 0.095
H 1.70477 4.37322 -3.01102 -0.4237 -0.6680 -0.6568 0.301
C -5.49370 -2.29309 -0.23966 0.2434 -0.0782 -0.3408 -1.871
C -3.99444 -2.10643 -0.46851 -0.4655 0.9153 1.1961 0.827
C -3.69407 -0.60443 -0.57396 0.1601 0.5117 0.3768 0.059
O -4.14091 0.04413 -1.74461 0.2024 -0.2544 -0.2195 -0.534
C -3.24197 -0.14356 -2.82836 -0.4521 0.4655 -0.4805 -0.537
N -3.25110 -2.67840 0.66484 0.4968 -0.2215 -0.7810 -0.548
H -5.66595 -3.34885 -0.02542 -0.2980 -0.0253 -0.3632 0.423
H -6.01521 -1.90767 -1.11891 -0.2930 -0.3484 0.0356 0.429
H -5.86709 -1.73906 0.62333 0.2994 0.1702 0.0888 0.185
H -3.70223 -2.60984 -1.39175 0.0818 -0.1165 0.0568 0.468
H -2.63174 -0.38624 -0.39657 0.1288 -0.2977 -0.3343 -0.284
H -4.17749 -0.06737 0.25084 -0.2449 -0.2585 0.0836 0.424
H -2.22096 0.16002 -2.58213 0.0756 -0.1895 0.0957 0.115
H -3.59182 0.51061 -3.63019 0.0330 0.0619 0.0520 0.328
H -3.28813 -1.15502 -3.24324 0.2181 -0.1660 0.2551 0.276
H -2.29166 -2.81635 0.31512 -0.0691 -0.2773 0.5567 0.458
H -3.12498 -2.00453 1.41810 -0.3446 -0.0170 -0.2471 -0.128
C 5.27164 -0.49817 3.96998 -0.6113 -0.8452 -0.2126 -1.264
C 5.65325 -0.49281 2.47961 0.8680 0.4877 1.5174 0.357
C 4.71274 0.41609 1.70249 0.3318 -0.6429 -0.9472 -0.396
O 4.66366 1.70237 2.24804 1.0898 0.4802 0.6921 -0.448
C 4.14277 2.69803 1.37092 -0.5523 -1.0793 -0.2031 -0.260
N 7.06559 -0.08833 2.40987 0.3307 0.9970 -0.7232 -0.751
H 5.86350 -1.27788 4.45522 0.0108 0.1117 0.2296 0.411
H 4.21568 -0.75437 4.11111 0.0040 0.0418 0.0670 0.220
H 5.45733 0.46366 4.44409 0.0558 0.0526 -0.1349 0.281
H 5.63812 -1.50615 2.07697 -0.4918 0.0400 -0.1188 0.354
H 3.73620 -0.08546 1.71154 -0.2196 0.2168 0.0023 0.070
H 5.02839 0.45980 0.65474 0.0003 0.0107 -0.0308 0.417
H 3.07744 2.45106 1.35315 -0.2381 0.8776 -0.4041 0.006
H 4.51529 2.63135 0.34931 0.1080 -0.3283 0.0581 0.187
H 4.38804 3.69938 1.71805 -0.1730 -0.1184 0.4671 0.306
H 7.70487 -0.61494 2.99062 -0.4034 -0.5046 0.0436 0.236
H 7.15484 0.85903 2.76652 -0.1632 0.1047 -0.2670 0.262
```
Positions in Å, forces in eV/Å.

The calculation puts the HOMO energy at -2.88 eV. The charge is -2. The calculation puts the energy above the lowest of the compared OMol25 structures with the same formula, charge and spin at 0.00 kcal/mol. The frontier orbital gap comes out at 6.48 eV. The calculation puts the molar mass at 799.8 g/mol. The spin multiplicity is 1.